No. 1
Computed, not measured: a molecular structure, C5H6N2O at a distorted geometry, with the ωB97M-V functional and the def2-TZVPD basis.

Last column: Mulliken charge in e.
Cartesian coordinates (Å):
C1 1.860 -0.230 0.360  -1.27
C2 0.483 0.413 0.318  0.47
C3 -1.176 1.446 1.175  -0.16
C4 -0.813 -0.048 -0.218  0.47
C5 -1.261 -0.934 -1.218  0.20
H1 2.041 -1.420 1.032  0.20
H2 2.276 -0.525 -0.687  0.38
H3 2.273 0.469 1.032  0.40
H4 -1.793 2.303 1.688  0.30
H5 -2.394 -0.931 -1.521  0.34
H6 0.519 -1.073 -1.605  0.33
N1 0.187 1.549 1.131  -0.59
N2 -1.813 0.549 0.438  -0.61
O1 -0.388 -1.567 -1.925  -0.45

Its spin multiplicity is 1. As for the lowest unoccupied orbital energy: -0.0314 hartree. As for the orbital gap: 7.80 eV. As for the largest force on an atom: 0.0984 hartree/bohr.

***

No. 2
Computed, not measured: a molecular structure, C27H40N9P2RbS, with the ωB97M-V functional and the def2-TZVPD basis.

Last column: Mulliken charge in e.
Cartesian coordinates (Å):
Rb1 -0.047 -0.254 -0.261  0.62
C1 0.104 -2.926 -4.825  -1.66
C2 -0.257 -2.245 -3.533  0.24
N1 0.540 -2.139 -2.531  0.95
N2 1.795 -2.633 -2.739  -1.20
C3 2.520 -2.815 -1.658  0.06
N3 3.828 -3.164 -1.930  -0.36
S1 2.104 -2.689 0.007  -0.28
C4 -1.604 -1.629 -3.416  0.41
C5 -2.345 -1.337 -4.566  -0.82
C6 -3.594 -0.756 -4.446  -0.46
C7 -4.087 -0.478 -3.181  -0.90
C8 -3.288 -0.792 -2.093  0.01
N4 -2.085 -1.350 -2.195  0.18
H1 0.893 -3.649 -4.644  0.41
H2 0.485 -2.208 -5.558  0.30
H3 -0.761 -3.428 -5.261  0.46
H4 3.993 -3.491 -2.870  0.23
H5 4.298 -3.655 -1.189  0.23
H6 -1.937 -1.553 -5.543  0.37
H7 -4.173 -0.521 -5.330  0.41
H8 -5.060 -0.030 -3.034  0.45
H9 -3.613 -0.581 -1.080  0.23
C9 4.713 0.355 -1.283  -1.15
P1 3.203 0.999 -0.470  0.47
C10 3.539 0.512 1.266  -1.07
C11 3.651 2.794 -0.364  -1.23
C12 2.713 3.592 0.546  -1.09
P2 0.920 3.328 0.177  0.80
C13 0.851 4.081 -1.500  -1.38
C14 0.232 4.720 1.161  -1.31
H10 5.619 0.638 -0.742  0.40
H11 4.771 0.743 -2.302  0.37
H12 4.645 -0.732 -1.342  0.22
H13 4.484 0.931 1.625  0.46
H14 3.577 -0.577 1.305  0.33
H15 2.723 0.836 1.916  0.21
H16 3.621 3.198 -1.381  0.41
H17 4.684 2.895 -0.015  0.50
H18 2.937 4.662 0.480  0.51
H19 2.867 3.299 1.589  0.44
H20 1.397 5.028 -1.544  0.41
H21 -0.189 4.266 -1.774  0.38
H22 1.273 3.393 -2.234  0.31
H23 0.708 5.674 0.918  0.42
H24 0.375 4.515 2.223  0.36
H25 -0.841 4.800 0.977  0.23
N5 -2.971 1.003 2.375  0.04
C15 -3.009 1.927 1.339  0.38
C16 -3.650 3.154 1.586  -0.74
C17 -3.710 4.086 0.576  -0.54
C18 -3.140 3.788 -0.659  -0.81
C19 -2.516 2.565 -0.793  -0.56
N6 -2.433 1.653 0.177  0.45
C20 -2.827 -0.381 2.344  0.58
C21 -2.914 -1.072 3.562  -0.89
C22 -2.795 -2.442 3.547  -0.52
C23 -2.587 -3.098 2.336  -0.87
C24 -2.515 -2.327 1.195  -0.08
N7 -2.640 -0.995 1.189  0.12
H26 -3.256 1.367 3.267  0.20
H27 -4.102 3.349 2.550  0.39
H28 -4.206 5.034 0.741  0.39
H29 -3.176 4.485 -1.485  0.43
H30 -2.044 2.290 -1.732  0.55
H31 -3.058 -0.534 4.491  0.38
H32 -2.858 -3.001 4.472  0.39
H33 -2.484 -4.173 2.282  0.49
H34 -2.337 -2.773 0.220  0.32
C25 2.184 -2.820 4.554  -1.02
N8 1.126 -2.812 3.558  0.12
C26 0.879 -4.054 2.832  -0.96
C27 0.712 -1.657 3.072  0.46
N9 0.337 -0.633 2.683  -0.49
H35 1.942 -3.534 5.342  0.33
H36 2.280 -1.830 4.993  0.37
H37 3.139 -3.102 4.103  0.31
H38 0.503 -4.808 3.527  0.29
H39 1.794 -4.407 2.355  0.35
H40 0.152 -3.875 2.046  0.25

Its spin multiplicity is 1. As for the lowest unoccupied orbital energy: 0.0098 hartree. As for the orbital gap: 6.83 eV. As for the largest force on an atom: 0.0022 hartree/bohr.

***

No. 3
Computed, not measured: C24H28N4O3 in the gas phase at a distorted geometry, with the ωB97M-V functional and the def2-TZVPD basis.

Last column: Mulliken charge in e.
Cartesian coordinates (Å):
C1 -7.271 -3.088 2.344  -1.10
C2 -7.029 -2.379 1.064  0.54
C3 -6.782 -0.994 0.868  -0.35
C4 -6.638 -0.872 -0.483  0.63
C5 -6.311 0.296 -1.351  -1.41
N1 -4.886 0.577 -1.316  0.12
C6 -4.044 -0.355 -2.023  -1.03
C7 -4.456 1.661 -0.619  0.50
O1 -5.235 2.448 -0.112  -0.67
C8 -2.979 1.842 -0.503  -0.04
C9 -2.390 3.016 -0.963  -0.67
C10 -1.040 3.230 -0.801  -0.72
C11 -0.240 2.286 -0.148  0.71
O2 1.069 2.618 -0.036  -0.42
C12 1.982 1.749 0.616  -0.07
C13 2.424 0.595 -0.286  -0.86
C14 3.502 -0.224 0.416  -0.54
N2 4.644 0.612 0.725  0.04
C15 5.771 -0.153 1.236  -0.88
C16 6.329 -1.070 0.182  0.60
C17 6.056 -2.436 0.181  -0.49
C18 6.587 -3.225 -0.826  -0.46
C19 7.374 -2.626 -1.797  -0.42
C20 7.593 -1.260 -1.703  -0.26
N3 7.091 -0.505 -0.745  -0.51
C21 4.268 1.684 1.624  -0.82
C22 3.215 2.574 0.974  -0.70
C23 -0.834 1.124 0.337  0.03
C24 -2.189 0.910 0.158  -0.69
O3 -6.779 -2.083 -1.051  -0.14
N4 -7.023 -3.002 -0.085  -0.61
H1 -7.406 -4.148 2.154  0.34
H2 -8.162 -2.690 2.826  0.28
H3 -6.428 -2.943 3.017  0.28
H4 -6.725 -0.221 1.605  0.47
H5 -6.818 1.189 -0.976  0.44
H6 -6.621 0.085 -2.379  0.45
H7 -4.450 -0.519 -3.024  0.30
H8 -4.003 -1.320 -1.510  0.29
H9 -3.036 0.043 -2.113  0.47
H10 -3.004 3.757 -1.452  0.45
H11 -0.571 4.131 -1.162  0.44
H12 1.530 1.358 1.540  0.25
H13 1.579 -0.045 -0.546  0.49
H14 2.834 1.015 -1.205  0.26
H15 3.079 -0.684 1.332  0.32
H16 3.831 -1.028 -0.246  0.45
H17 5.494 -0.739 2.133  0.35
H18 6.551 0.561 1.508  0.47
H19 5.442 -2.870 0.957  0.38
H20 6.392 -4.287 -0.851  0.40
H21 7.807 -3.203 -2.599  0.38
H22 8.206 -0.741 -2.430  0.38
H23 3.876 1.290 2.582  0.36
H24 5.158 2.278 1.842  0.43
H25 2.938 3.385 1.648  0.41
H26 3.619 3.006 0.058  0.29
H27 -0.258 0.379 0.862  0.44
H28 -2.637 0.009 0.551  0.43

Its spin multiplicity is 1. As for the lowest unoccupied orbital energy: 0.0239 hartree. As for the orbital gap: 9.23 eV. As for the largest force on an atom: 0.0239 hartree/bohr.

***

No. 4
Computed, not measured: 4 unconnected molecules or ions with the total composition C35H74BF4N5O5P, with the ωB97M-V functional and the def2-TZVPD basis.

Last column: Löwdin spin population.
Cartesian coordinates (Å):
C1 0.249 0.386 -3.419  0.00
O1 -0.283 1.555 -4.008  0.00
C2 -0.872 1.333 -5.269  0.00
C3 -1.584 2.614 -5.672  0.00
C4 -2.827 2.851 -4.809  0.00
P1 -4.322 1.900 -5.279  0.00
F1 -3.942 0.771 -3.915  0.00
C5 -4.821 3.105 -6.665  0.00
N1 -6.180 2.747 -7.121  0.00
C6 -4.345 0.404 -6.362  0.00
C7 -3.473 0.408 -7.616  0.00
C8 -3.618 -0.856 -8.437  0.00
F2 -2.475 -1.149 -9.085  0.00
F3 -4.578 -0.726 -9.381  0.00
F4 -3.944 -1.934 -7.703  0.00
B1 -5.975 2.256 -4.306  0.00
N2 -6.151 3.608 -3.775  0.00
O2 -6.912 1.301 -4.075  0.00
H1 0.709 -0.271 -4.166  0.00
H2 1.012 0.694 -2.704  0.00
H3 -0.532 -0.174 -2.891  0.00
H4 -0.103 1.054 -6.004  0.00
H5 -1.592 0.502 -5.202  0.00
H6 -0.890 3.448 -5.540  0.00
H7 -1.827 2.582 -6.738  0.00
H8 -2.582 2.597 -3.780  0.00
H9 -3.126 3.901 -4.831  0.00
H10 -4.108 3.151 -7.495  0.00
H11 -4.831 4.103 -6.222  0.00
H12 -6.181 2.394 -8.071  0.00
H13 -6.787 3.557 -7.128  0.00
H14 -4.109 -0.461 -5.751  0.00
H15 -5.395 0.328 -6.667  0.00
H16 -3.748 1.222 -8.287  0.00
H17 -2.414 0.516 -7.385  0.00
H18 -6.312 3.565 -2.769  0.00
H19 -6.988 4.043 -4.158  0.00
H20 -6.664 0.416 -4.370  0.00
C9 -5.875 -1.545 0.957  0.00
C10 -5.865 -0.422 -0.088  0.03
C11 -4.665 -0.526 -1.032  0.02
C12 -3.333 -0.155 -0.394  0.00
C13 -3.400 1.228 0.246  0.02
C14 -4.555 1.374 1.247  0.03
N3 -5.812 0.945 0.544  0.40
O3 -6.353 1.868 -0.148  0.50
C15 -4.298 0.564 2.518  0.00
C16 -4.724 2.834 1.652  0.00
C17 -7.144 -0.498 -0.914  0.00
H21 -6.446 -2.386 0.561  0.00
H22 -4.879 -1.916 1.195  0.00
H23 -6.355 -1.226 1.882  0.00
H24 -4.838 0.134 -1.878  0.00
H25 -4.632 -1.547 -1.427  0.00
H26 -3.028 -0.902 0.346  0.00
H27 -2.560 -0.157 -1.166  0.00
H28 -2.465 1.461 0.763  0.00
H29 -3.530 1.980 -0.539  0.00
H30 -5.183 0.561 3.157  0.00
H31 -3.487 1.043 3.068  0.00
H32 -4.004 -0.465 2.331  0.00
H33 -4.836 3.480 0.786  0.00
H34 -3.838 3.142 2.212  0.00
H35 -5.600 2.960 2.288  0.00
H36 -8.036 -0.396 -0.293  0.00
H37 -7.173 -1.472 -1.408  0.00
H38 -7.157 0.280 -1.669  0.00
C18 -0.142 1.214 2.673  0.00
C19 0.807 0.047 2.362  0.02
C20 1.333 -0.609 3.646  0.02
C21 2.341 0.254 4.400  0.00
C22 3.490 0.679 3.490  0.02
C23 3.024 1.379 2.208  0.03
N4 1.999 0.490 1.561  0.40
O4 2.492 -0.414 0.812  0.50
C24 2.476 2.776 2.503  0.00
C25 4.187 1.530 1.234  0.00
C26 0.044 -0.971 1.523  0.00
H39 -1.161 0.831 2.721  0.00
H40 0.068 1.694 3.628  0.00
H41 -0.107 1.972 1.891  0.00
H42 1.811 -1.555 3.372  0.00
H43 0.476 -0.852 4.281  0.00
H44 1.851 1.129 4.837  0.00
H45 2.745 -0.319 5.236  0.00
H46 4.172 1.349 4.021  0.00
H47 4.071 -0.206 3.215  0.00
H48 2.024 3.210 1.610  0.00
H49 3.311 3.411 2.803  0.00
H50 1.747 2.801 3.307  0.00
H51 4.672 0.578 1.039  0.00
H52 4.915 2.217 1.670  0.00
H53 3.844 1.942 0.284  0.00
H54 -0.282 -0.528 0.581  0.00
H55 -0.840 -1.290 2.080  0.00
H56 0.648 -1.845 1.298  0.00
C27 6.896 -5.086 4.682  0.00
C28 6.599 -3.781 3.930  0.02
C29 7.508 -3.610 2.705  0.02
C30 8.957 -3.291 3.060  0.00
C31 9.045 -2.073 3.975  0.02
C32 8.189 -2.205 5.242  0.03
N5 6.797 -2.571 4.804  0.40
O5 6.081 -1.573 4.474  0.50
C33 8.781 -3.230 6.208  0.00
C34 8.108 -0.868 5.970  0.00
C35 5.137 -3.802 3.496  0.00
H57 6.253 -5.873 4.287  0.00
H58 7.925 -5.422 4.567  0.00
H59 6.682 -4.986 5.745  0.00
H60 7.103 -2.799 2.093  0.00
H61 7.448 -4.524 2.108  0.00
H62 9.440 -4.155 3.526  0.00
H63 9.513 -3.093 2.143  0.00
H64 10.080 -1.893 4.280  0.00
H65 8.711 -1.187 3.427  0.00
H66 8.098 -3.415 7.038  0.00
H67 9.705 -2.817 6.617  0.00
H68 9.028 -4.180 5.745  0.00
H69 7.762 -0.074 5.314  0.00
H70 9.103 -0.614 6.341  0.00
H71 7.426 -0.932 6.818  0.00
H72 4.478 -3.867 4.363  0.00
H73 4.978 -4.684 2.872  0.00
H74 4.870 -2.917 2.927  0.00

Its spin multiplicity is 4. As for the lowest unoccupied orbital energy (alpha / beta): 0.0217 / 0.0215 hartree. As for the orbital gap (alpha / beta): 8.32 / 9.39 eV. As for the largest force on an atom: 0.0095 hartree/bohr. Its expectation value of S² is 3.762.

***

No. 5
Computed, not measured: 5 unconnected molecules or ions with the total composition C22H40O16, with the ωB97M-V functional and the def2-TZVPD basis.

Last column: Mulliken charge in e.
Cartesian coordinates (Å):
C1 -0.509 2.917 -4.295  -1.20
C2 -0.503 1.503 -4.909  -0.79
C3 -0.778 0.368 -3.929  -0.03
C4 -2.124 0.521 -3.246  0.28
O1 -3.145 0.914 -3.708  -0.54
O2 -2.018 0.125 -1.940  -0.53
C5 -0.675 0.498 -1.550  -1.27
C6 0.188 0.093 -2.743  1.25
C7 1.572 0.720 -2.862  -0.92
C8 2.534 0.484 -1.700  -0.87
C9 2.254 1.296 -0.438  -0.08
C10 3.331 1.081 0.609  0.49
O3 4.478 0.888 0.349  -0.56
O4 2.936 1.133 1.903  -0.47
H1 0.465 3.400 -4.378  0.33
H2 -0.777 2.910 -3.235  0.26
H3 -1.231 3.558 -4.799  0.31
H4 -1.285 1.447 -5.668  0.57
H5 0.444 1.309 -5.416  0.39
H6 -0.871 -0.562 -4.500  0.30
H7 -0.648 1.587 -1.413  0.53
H8 -0.461 0.016 -0.598  0.32
H9 0.326 -0.992 -2.691  0.33
H10 2.033 0.277 -3.751  0.35
H11 1.506 1.795 -3.062  0.16
H12 2.589 -0.581 -1.452  0.38
H13 3.537 0.766 -2.028  0.38
H14 1.270 1.079 -0.013  0.06
H15 2.274 2.365 -0.677  0.23
H16 1.981 1.238 1.969  0.36
C11 -5.301 2.814 -2.350  -0.53
O5 -5.662 4.201 -2.446  -0.30
C12 -6.925 4.417 -2.800  0.77
O6 -7.754 3.574 -3.026  -0.54
O7 -7.123 5.737 -2.865  -0.32
C13 -8.452 6.112 -3.239  -0.63
H17 -4.256 2.805 -2.058  0.11
H18 -5.911 2.316 -1.599  0.31
H19 -5.417 2.316 -3.309  0.32
H20 -9.174 5.735 -2.516  0.29
H21 -8.697 5.723 -4.226  0.29
H22 -8.456 7.198 -3.247  0.21
C14 5.261 3.282 3.408  -0.61
O8 4.793 2.837 4.687  -0.31
C15 4.303 3.803 5.459  0.80
O9 4.216 4.969 5.167  -0.55
O10 3.917 3.262 6.616  -0.31
C16 3.370 4.199 7.550  -0.63
H23 5.609 2.391 2.895  0.19
H24 4.450 3.742 2.847  0.25
H25 6.073 3.997 3.528  0.35
H26 2.486 4.680 7.135  0.29
H27 4.106 4.958 7.806  0.29
H28 3.108 3.615 8.426  0.22
C17 1.322 -6.605 -0.419  -0.62
O11 1.007 -5.210 -0.503  -0.29
C18 -0.228 -4.948 -0.927  0.76
O12 -1.058 -5.763 -1.235  -0.57
O13 -0.389 -3.625 -0.943  -0.23
C19 -1.684 -3.184 -1.370  -0.54
H29 2.343 -6.653 -0.053  0.23
H30 0.653 -7.105 0.280  0.27
H31 1.247 -7.077 -1.396  0.30
H32 -2.461 -3.563 -0.709  0.42
H33 -1.886 -3.513 -2.389  0.31
H34 -1.650 -2.101 -1.329  -0.04
C20 3.236 -6.371 5.316  -0.63
O14 2.191 -6.879 4.478  -0.32
C21 1.290 -5.968 4.115  0.81
O15 1.296 -4.805 4.427  -0.55
O16 0.377 -6.563 3.346  -0.34
C22 -0.646 -5.684 2.865  -0.63
H35 3.881 -7.219 5.521  0.21
H36 3.790 -5.588 4.802  0.30
H37 2.824 -5.973 6.241  0.30
H38 -0.209 -4.895 2.255  0.23
H39 -1.197 -5.244 3.694  0.40
H40 -1.306 -6.300 2.261  0.23

Its spin multiplicity is 1. As for the lowest unoccupied orbital energy: 0.0055 hartree. As for the orbital gap: 10.81 eV. As for the largest force on an atom: 0.0137 hartree/bohr.

***

No. 6
Computed, not measured: C11H10BrNO in the gas phase at a distorted geometry, with the ωB97M-V functional and the def2-TZVPD basis.

Last column: Mulliken charge in e.
Cartesian coordinates (Å):
C1 -2.017 -1.404 0.572  -0.59
C2 -0.833 -1.953 0.540  -0.22
C3 0.325 -1.263 1.359  -0.10
O1 0.082 0.084 1.573  -0.56
C4 0.306 0.932 0.547  0.88
C5 -0.590 2.016 0.550  -0.57
C6 -0.485 3.100 -0.245  -0.27
C7 0.587 3.184 -1.190  -1.03
C8 1.379 2.013 -1.253  -0.12
C9 1.302 0.892 -0.468  0.64
C10 2.250 -0.198 -0.677  -1.41
Br1 3.597 -0.449 0.641  -0.08
C11 2.285 -1.016 -1.677  0.79
N1 2.561 -1.498 -2.741  -0.53
H1 -2.286 -0.515 1.079  0.23
H2 -3.015 -1.842 0.199  0.22
H3 -0.473 -2.936 0.076  0.28
H4 0.309 -1.633 2.313  0.47
H5 1.358 -1.338 0.848  0.04
H6 -1.358 2.025 1.242  0.50
H7 -1.190 3.890 -0.260  0.41
H8 0.522 3.864 -1.973  0.38
H9 2.241 1.965 -1.965  0.33
H10 2.160 -2.345 -3.048  0.30

Its spin multiplicity is 1. As for the lowest unoccupied orbital energy: 0.0095 hartree. As for the orbital gap: 8.80 eV. As for the largest force on an atom: 0.0839 hartree/bohr.